# 1
The following is a quantum chemistry calculation of a cluster of 2 separate species, C4H9O2 in total at a distorted geometry, from the Open Molecules 2025 dataset.

The geometry in XYZ format:
```
15
Properties=species:S:1:pos:R:3:forces:R:3
C 1.609626 -0.202935 0.687425 0.1 0.0 -0.3
O 0.352878 -0.141648 1.226443 0.5 -0.2 0.9
C 2.256458 -1.570466 0.896518 -0.3 0.1 0.3
H 2.196416 0.555383 1.230416 0.0 0.0 0.2
H 1.604053 0.110019 -0.356998 0.0 0.0 -0.2
H 3.169199 -1.646005 0.327183 0.3 0.1 -0.2
H 1.586557 -2.368137 0.580424 0.0 0.1 0.0
H 2.489840 -1.694916 1.946371 0.0 -0.2 0.2
C -2.910026 1.363953 -1.573147 -0.3 0.0 0.2
C -2.025599 1.020569 -0.645300 -0.1 0.2 -0.3
O -1.141840 0.010686 -0.786257 0.0 -0.1 0.2
H -3.548513 2.214796 -1.389411 -0.1 0.0 0.0
H -3.074205 0.791565 -2.473770 0.2 0.0 -0.1
H -1.966029 1.583227 0.285994 0.1 0.0 0.0
H -0.598815 -0.026090 0.044109 -0.6 0.1 -0.7
```
Forces are in eV/Å.

For the HOMO-LUMO gap (spin up / spin down), the calculation gives 9.256 / 5.796 eV. As for the multiplicity: 2. Its HOMO energy (spin up / spin down) is -8.401 / -8.388 eV. As for the max |F|: 0.0199 hartree/bohr. The value obtained for the energy above the lowest of the compared OMol25 structures with the same formula, charge and spin is 117.7 kJ/mol.

---

# 2
The following is a quantum chemistry calculation of a cluster of 2 separate species, C2H6OS2 in total at a distorted geometry, from the Open Molecules 2025 dataset.

The geometry in XYZ format:
```
11
Properties=species:S:1:pos:R:3:forces:R:3
O -2.591352 -0.177902 -5.372335 0.7 0.7 -0.4
C -1.848996 -1.022401 -5.772882 -1.1 -4.3 1.0
H -2.042990 -1.738934 -6.616938 -0.1 1.6 -1.1
H -1.229155 -1.744797 -5.137165 0.5 1.9 0.4
C 1.093477 0.822336 4.333780 0.3 -0.4 -1.0
S 2.093140 1.093965 2.792746 -0.3 -1.1 0.1
S 1.018346 -0.219801 1.473892 0.6 1.8 0.0
H 1.736533 0.842409 5.233067 -0.5 0.6 -0.5
H 0.725084 -0.199842 4.261614 -0.1 0.1 0.1
H 0.265915 1.521794 4.202303 0.1 -0.1 1.0
H 0.779999 0.823174 0.601918 -0.1 -0.9 0.5
```
Forces are in eV/Å.

For the HOMO-LUMO gap, the calculation gives 8.958 eV. As for the multiplicity: 1. Its HOMO energy is -8.672 eV. As for the max |F|: 0.0892 hartree/bohr. The structure (SMILES) is C=O.CSS. The value obtained for the energy above the lowest of the compared OMol25 structures with the same formula, charge and spin is 139.7 kJ/mol.

---

# 3
The following is a quantum chemistry calculation of a cluster of 2 separate species, C2H7N2S in total at a distorted geometry, from the Open Molecules 2025 dataset.

The geometry in XYZ format:
```
12
Properties=species:S:1:pos:R:3:forces:R:3
C -2.211429 0.130074 -0.601842 -0.7 -0.5 0.2
C 2.561705 0.080910 -0.141443 2.1 0.6 2.5
N -3.231887 0.231867 0.229836 0.3 -0.8 0.9
N 2.238324 -1.105974 0.229109 0.4 0.9 -1.3
S -0.873303 -0.827543 -0.373983 -0.6 0.3 -0.2
H -2.562373 0.626027 -1.481364 1.2 0.7 -1.1
H 3.496196 0.575987 0.305173 -1.1 -1.0 -1.1
H 1.876743 0.724594 -0.692565 -0.2 -0.5 0.0
H -3.941275 0.946380 0.049082 0.1 -0.9 0.4
H 2.804551 -1.868489 0.645501 -0.2 1.1 0.0
H -3.261690 -0.476551 0.977909 -0.4 1.1 -0.1
H 1.328219 -1.313015 -0.135244 -1.0 -1.1 -0.1
```
Forces are in eV/Å.

For the HOMO-LUMO gap, the calculation gives 7.158 eV. As for the multiplicity: 1. Its HOMO energy is -12.466 eV. The total charge is +1. As for the max |F|: 0.0650 hartree/bohr. The value obtained for the energy above the lowest of the compared OMol25 structures with the same formula, charge and spin is 169.2 kJ/mol.

---

# 4
The following is a quantum chemistry calculation of a structure of composition C33H39F5N3O4SW at a distorted geometry, from the Open Molecules 2025 dataset.

The geometry in XYZ format:
```
86
Properties=species:S:1:pos:R:3:forces:R:3
W -0.014011 0.115836 -0.136887 -0.7 0.3 -1.3
C 0.025459 -2.851384 -1.581730 0.0 0.2 -0.2
N -0.228421 -2.178689 -0.278783 0.3 0.1 0.4
C -1.666399 -2.490272 0.103311 -0.2 -0.1 -0.2
C -2.793745 -1.999559 -0.817424 0.1 0.2 0.0
C -2.936955 -0.476086 -1.099324 0.0 -0.3 0.1
N -2.147273 0.276137 -0.120401 0.0 0.1 -0.3
C -2.771396 0.940321 0.807834 0.1 -0.3 0.2
C -2.206597 1.218473 2.089714 0.1 0.0 -0.2
C -2.898787 1.987315 3.040758 -0.2 0.1 0.0
C -2.549894 1.932108 4.366595 0.0 0.1 0.1
C -1.528017 1.067112 4.776226 0.0 0.0 0.0
C -0.835201 0.298020 3.860003 0.3 -0.3 0.0
C -1.141366 0.400488 2.515955 -0.3 0.1 0.2
O -0.502503 -0.377571 1.600906 0.0 0.0 0.4
C 0.715748 -2.814650 0.731277 0.1 0.1 0.1
C 1.974778 -2.001244 1.056256 0.0 -0.1 -0.4
C 2.711399 -1.361603 -0.127694 -0.1 -0.1 0.1
N 2.064830 -0.071960 -0.508426 0.2 -0.2 0.4
C 2.803131 0.961168 -0.748555 -0.1 0.0 -0.2
C 2.362509 2.317568 -0.998135 -0.1 -0.1 0.0
C 3.344240 3.247988 -1.358632 0.2 -0.1 0.0
C 3.017168 4.547231 -1.694484 0.0 0.1 0.0
C 1.684610 4.941556 -1.682469 0.1 0.0 0.0
C 0.692112 4.047551 -1.303593 -0.4 -0.1 0.1
C 1.024315 2.757335 -0.955321 0.4 0.2 -0.1
O 0.034455 1.900917 -0.555754 0.4 -0.1 -0.1
H -0.094024 -3.924679 -1.454754 0.0 -0.1 0.1
H 1.031291 -2.646106 -1.933948 0.0 0.0 0.0
H -0.683184 -2.523489 -2.326852 0.0 0.0 0.0
H -1.823968 -2.119925 1.103936 0.0 0.0 0.2
H -1.762220 -3.575498 0.145808 0.1 -0.1 0.0
H -3.696540 -2.340105 -0.309639 0.0 0.0 0.0
H -2.780603 -2.521563 -1.766916 0.0 -0.1 -0.1
H -3.984913 -0.197136 -1.033546 -0.1 0.1 0.1
H -2.601097 -0.222902 -2.087611 0.1 0.0 -0.2
H -3.828434 1.152997 0.667205 -0.1 0.0 -0.1
H -3.723437 2.614051 2.716386 0.0 -0.1 0.0
H -3.088377 2.521687 5.098416 0.0 0.0 0.0
H -1.279272 0.986387 5.828270 0.0 0.0 -0.1
H -0.060331 -0.392830 4.170616 0.0 0.0 0.0
H 1.014851 -3.782453 0.341417 -0.1 -0.1 -0.1
H 0.179754 -2.996161 1.658031 -0.1 0.1 0.0
H 2.660745 -2.680564 1.561443 0.0 0.0 0.0
H 1.753022 -1.219255 1.771514 0.0 0.2 0.3
H 2.742709 -2.021404 -0.991373 0.0 0.0 -0.1
H 3.740797 -1.171508 0.161329 0.1 0.2 0.0
H 3.878681 0.806427 -0.782917 0.1 0.0 0.0
H 4.381402 2.927008 -1.389046 -0.1 0.0 0.0
H 3.791676 5.247208 -1.979713 0.0 0.0 0.0
H 1.411618 5.947479 -1.975079 0.0 0.0 0.0
H -0.351191 4.339028 -1.279029 0.1 0.1 0.0
C 4.686877 -0.003105 3.319092 -0.1 0.1 0.1
C 4.198979 1.250000 4.049602 0.0 -0.1 -0.2
C 2.723559 1.577000 3.781354 0.3 -0.1 0.0
S 2.493315 1.976390 2.021258 0.1 0.1 0.1
O 1.192494 1.268269 1.590673 -0.4 -0.1 0.2
C 2.115760 3.753891 2.061837 -0.2 0.0 -0.1
C 0.669222 4.120522 2.409683 0.1 0.0 0.3
C 0.377822 4.267170 3.903720 0.0 0.0 -0.1
H 5.756201 -0.146141 3.471021 -0.1 0.0 0.0
H 4.513929 0.069952 2.239749 0.0 0.0 0.0
H 4.176454 -0.895214 3.694854 0.0 0.1 0.0
H 4.820807 2.111469 3.783860 0.0 -0.1 0.1
H 4.304672 1.105318 5.125525 0.0 0.1 0.0
H 2.381773 2.422342 4.371381 -0.1 0.0 0.0
H 2.085979 0.711754 3.968427 0.0 0.0 0.0
H 2.374132 4.100082 1.060331 0.0 0.0 0.0
H 2.842120 4.179207 2.760042 0.0 0.0 0.0
H 0.000251 3.384439 1.963655 -0.1 0.0 -0.1
H 0.465345 5.073529 1.920344 0.0 0.0 -0.1
H 0.392149 3.310211 4.427097 0.0 0.0 0.0
H -0.611226 4.703589 4.054143 0.1 0.0 0.0
H 1.099146 4.937443 4.376308 0.0 -0.1 0.0
F 0.051351 0.186298 -7.471446 0.0 0.0 -0.4
C -0.010640 0.081536 -6.177238 0.0 0.0 0.1
C 0.931537 0.707411 -5.375772 -0.1 -0.1 0.0
F 1.913598 1.403134 -5.903241 0.1 0.1 -0.1
C 0.840934 0.591245 -4.010364 -0.3 -0.2 0.3
F 1.776525 1.167505 -3.271875 0.4 0.3 0.2
C -0.171048 -0.131277 -3.364288 0.2 0.2 -0.3
O -0.219527 -0.195362 -2.010822 -0.1 -0.1 0.7
C -1.076306 -0.782861 -4.211120 0.2 0.1 0.2
F -2.033049 -1.553659 -3.716827 -0.4 -0.2 0.2
C -1.008266 -0.672705 -5.582853 0.0 0.0 0.0
F -1.895341 -1.301827 -6.317783 -0.1 -0.1 -0.1
```
Forces are in eV/Å.

For the HOMO-LUMO gap, the calculation gives 5.352 eV. As for the multiplicity: 1. Its HOMO energy is -16.772 eV. The total charge is +3. As for the max |F|: 0.0293 hartree/bohr. The value obtained for the energy above the lowest of the compared OMol25 structures with the same formula, charge and spin is 135.3 kJ/mol.

---

# 5
The following is a quantum chemistry calculation of the ion C24H25O7S2 with charge -1 at a distorted geometry, from the Open Molecules 2025 dataset.

The geometry in XYZ format:
```
58
Properties=species:S:1:pos:R:3:forces:R:3
C 3.161379 -1.745403 3.177467 0.1 -0.4 -0.3
C 2.330657 -0.502030 3.193109 -0.1 0.6 0.3
O 1.060101 -0.757367 2.548110 0.3 1.0 0.1
C 0.291472 0.352157 2.432809 0.6 1.8 0.8
C -0.882301 0.160414 1.419190 -0.2 -0.5 0.3
C -1.935460 1.171830 1.912790 -1.2 2.4 1.4
O -1.835480 2.414799 1.887954 0.1 -3.3 -0.3
C -3.221702 0.665083 2.672295 0.4 0.6 -0.3
C -4.244558 0.125263 1.672013 -0.3 -0.3 -0.1
C -3.737012 -1.089352 0.887680 0.0 -0.7 0.0
C -2.666199 -1.872394 1.687595 -0.4 -0.1 -0.8
C -1.242803 -1.353884 1.502120 1.3 -1.0 0.6
O 0.583270 1.414306 3.002949 -0.7 -2.3 -1.1
H 4.060893 -1.579009 3.780032 -0.1 0.0 -0.1
H 2.612425 -2.592514 3.592087 0.0 0.0 0.0
H 3.451084 -1.981000 2.151361 0.0 -0.1 0.1
H 2.134405 -0.183584 4.227488 0.0 0.1 -0.3
H 2.845312 0.318120 2.667700 -0.3 -0.2 0.1
H -2.994672 -0.040749 3.501496 0.0 0.3 -0.7
H -3.677548 1.560558 3.127623 0.5 -0.2 -0.1
H -5.160953 -0.163975 2.211098 0.2 0.2 0.0
H -4.534416 0.918192 0.965758 0.1 -0.1 0.3
H -4.586059 -1.775434 0.701131 0.3 0.4 -0.1
H -3.337328 -0.792732 -0.103823 -0.1 -0.2 0.5
H -2.942196 -1.935470 2.757441 0.0 0.0 -0.5
H -2.622690 -2.908260 1.311935 -0.2 0.3 0.2
H -0.758317 -1.877291 0.617262 -0.7 0.8 1.0
H -0.672004 -1.751069 2.409279 -0.9 0.3 -1.5
C 3.337069 -1.910363 -4.967617 -0.4 0.3 0.0
C 2.165218 -1.199613 -4.703079 -0.2 0.0 0.3
C 1.704151 -1.098504 -3.386532 0.1 0.1 0.4
C 2.408762 -1.668447 -2.352803 0.3 -0.4 -0.1
C 3.584378 -2.394519 -2.607424 -0.3 0.3 -0.3
C 4.048076 -2.504736 -3.927260 -0.4 0.2 0.6
S 1.698997 -1.394571 -0.718943 -3.2 0.2 -1.2
O 1.037084 -2.638860 -0.321587 1.6 0.0 0.2
O 2.742388 -0.827423 0.076388 1.2 0.0 1.2
C 0.404116 -0.244922 -1.055617 1.8 -2.2 -2.7
C -0.107992 0.625946 -0.030650 2.7 1.8 3.5
C -0.602059 1.975978 -0.523880 1.1 0.1 0.1
C -1.413308 2.180207 -1.625540 -0.7 0.1 -0.2
C -1.653763 3.486757 -2.091447 -0.8 -0.2 -0.6
C -1.118187 4.607051 -1.466094 0.5 -0.9 0.8
C -0.270947 4.398334 -0.348235 -0.5 -0.6 -0.5
C -0.019004 3.085827 0.091561 0.3 1.6 -0.2
S 0.300478 -0.098329 -2.825137 -0.4 -0.8 2.2
O 0.625188 1.215271 -3.330747 -0.5 0.1 -0.6
O -0.932564 -0.781367 -3.181711 0.1 0.6 -1.3
H 3.693279 -1.980917 -5.997572 -0.1 0.0 0.3
H 1.600404 -0.716838 -5.491289 0.1 0.0 0.0
H 4.134736 -2.843130 -1.792061 0.0 0.0 0.1
H 4.965112 -3.040886 -4.140950 0.0 0.0 0.1
H 0.884597 0.816886 0.652552 -1.6 0.5 -2.5
H -1.882584 1.327705 -2.151777 0.4 0.6 0.4
H -2.304246 3.598677 -2.993615 0.6 0.0 0.9
H -1.352973 5.607896 -1.803104 0.1 0.0 -0.1
H 0.175508 5.254673 0.161901 -0.1 -0.3 -0.1
H 0.668768 2.963010 0.938329 -0.5 -0.1 -0.4
```
Forces are in eV/Å.

For the HOMO-LUMO gap, the calculation gives 6.723 eV. As for the multiplicity: 1. Its HOMO energy is -3.922 eV. The total charge is -1. As for the max |F|: 0.0926 hartree/bohr. The structure (SMILES) is CCOC(=O)[C@@]1([C@@H](C2=[S@](=O)([O-])c3ccccc3S2(=O)=O)c2ccccc2)CCCCCC1=O. The value obtained for the energy above the lowest of the compared OMol25 structures with the same formula, charge and spin is 96.1 kJ/mol.